No. 1
This record from OMol25 describes a gas-phase ion, C3H8N3S (charge +1). The level of theory is wB97M-V/def2-TZVPD.

Last column: Löwdin spin population.
Element x y z (Å)
C1 1.13593 -0.09610 0.17096  0.075
C2 -0.75714 0.79267 1.03893  0.041
C3 2.51835 -0.23206 -0.31076  0.012
N1 0.57204 0.94885 0.56213  0.174
N2 -1.37241 -0.44516 0.54653  0.374
N3 -2.04316 -0.27015 -0.73796  0.058
S1 0.09173 -1.58025 0.20959  1.210
H1 -0.73632 0.71962 2.13390  0.013
H2 -1.36057 1.66284 0.77301  0.008
H3 2.62783 -1.10388 -0.95009  0.009
H4 3.17885 -0.34917 0.54814  -0.003
H5 2.81462 0.67105 -0.83757  0.000
H6 -2.63856 0.57607 -0.71717  0.007
H7 -2.64664 -1.09490 -0.88974  0.007
H8 -1.38456 -0.19944 -1.53989  0.013

Summary:
E_HOMO (spin up / spin down) ... -10.64 / -14.46 eV
Charge ... +1
Multiplicity ... 3

No. 2
This record from OMol25 describes a molecular structure, C21H36As3INPd. The level of theory is wB97M-V/def2-TZVPD.

Last column: natural (NBO) charge in e.
Element x y z (Å)
Pd1 1.80047 -0.81662 0.27664  0.632
C1 3.31879 -2.15208 -0.73118  -0.258
C2 3.63495 -0.77437 -0.90226  -0.187
C3 3.89058 -0.21069 0.41715  -0.208
C4 3.77920 -1.24845 1.36967  -0.238
C5 3.39143 -2.43254 0.66925  -0.128
H1 3.11114 -2.87863 -1.50184  0.292
H2 3.78725 -0.24755 -1.82998  0.283
H3 4.22235 0.79988 0.60105  0.287
H4 3.94887 -1.17569 2.43211  0.300
H5 3.18226 -3.39086 1.12412  0.295
C6 1.74962 1.14126 -3.00684  -0.940
As1 0.77562 -0.12381 -1.92065  1.211
C7 0.68786 -1.61361 -3.16552  -0.936
C8 -1.04857 0.49040 -1.63950  -0.725
C9 -1.30693 1.79170 -0.86931  -0.049
C10 -0.64894 2.98969 -1.56693  -0.629
C11 -0.85045 1.70909 0.58702  -0.736
As2 1.01069 1.42751 1.03758  1.226
C12 2.16663 2.85753 0.44903  -0.951
C13 1.01685 1.70666 2.94027  -0.932
C14 -2.83914 2.04324 -0.89739  -0.752
As3 -4.28259 1.06961 0.08705  0.981
C15 -3.85621 1.55255 1.93880  -0.967
C16 -3.67091 -0.80217 0.17321  -0.985
H6 1.03728 1.50933 -3.74783  0.285
H7 2.54680 0.60796 -3.52022  0.260
H8 2.15484 1.98640 -2.46369  0.255
H9 -0.25884 -1.55335 -3.70410  0.282
H10 0.77197 -2.58555 -2.68816  0.255
H11 1.50643 -1.48428 -3.87163  0.272
H12 -1.57740 -0.34118 -1.17230  0.274
H13 -1.41952 0.58688 -2.66589  0.271
H14 0.44073 2.93478 -1.56933  0.182
H15 -0.92417 3.91535 -1.06105  0.248
H16 -0.98778 3.07550 -2.59997  0.245
H17 -1.36270 0.90524 1.11952  0.264
H18 -1.09559 2.64297 1.10376  0.276
H19 1.59321 3.78483 0.43925  0.284
H20 2.60247 2.69117 -0.53012  0.242
H21 2.95943 2.94474 1.19248  0.268
H22 0.85589 2.77707 3.08580  0.273
H23 1.97913 1.41986 3.35852  0.262
H24 0.21807 1.14356 3.41280  0.269
H25 -3.15726 2.03033 -1.94321  0.244
H26 -3.00859 3.07398 -0.57067  0.249
H27 -3.74327 2.63318 2.02274  0.241
H28 -2.97060 1.05453 2.33507  0.186
H29 -4.70753 1.26536 2.55466  0.264
H30 -3.71528 -1.27030 -0.81056  0.231
H31 -4.38568 -1.32207 0.81187  0.261
H32 -2.67817 -0.92982 0.61381  0.171
I1 1.01709 -1.72990 3.80648  0.288
C17 -0.05919 -2.47201 2.20241  0.066
C18 -1.02059 -3.42262 2.52123  -0.251
C19 -1.74320 -4.04207 1.51954  -0.078
C20 -1.48478 -3.68262 0.20729  -0.211
C21 -0.53593 -2.71727 -0.03368  0.031
N1 0.18323 -2.09985 0.92801  -0.556
H33 -1.17903 -3.68163 3.55841  0.273
H34 -2.48261 -4.79427 1.76151  0.272
H35 -2.00687 -4.13671 -0.62332  0.267
H36 -0.33286 -2.42955 -1.05097  0.199

Summary:
E_HOMO ... -15.86 eV
Charge ... +3

No. 3
This record from OMol25 describes a molecular structure, C24H40FeO3P. The level of theory is wB97M-V/def2-TZVPD.

Last column: Löwdin spin population.
Element x y z (Å)
C1 -5.21072 0.52542 -2.68560  0.054
C2 -4.43016 -0.66736 -2.12787  0.046
C3 -3.09616 -0.21469 -1.54354  0.068
C4 -2.27381 -1.27568 -0.82734  0.057
O1 -1.16009 -0.49060 -0.19599  0.052
P1 0.14698 -0.96636 0.53985  0.100
O2 -0.13722 -2.27360 1.33526  0.094
C5 0.40109 -2.99015 2.55759  0.079
C6 0.85438 -2.10633 3.71170  0.043
C7 1.31468 -2.88592 4.95154  0.023
C8 0.23421 -3.72534 5.63217  0.023
O3 0.44304 0.16202 1.60148  0.064
C9 -0.65227 0.87572 2.32359  0.094
C10 -0.01539 2.10814 2.92900  0.028
C11 -0.94775 2.82122 3.89713  0.077
C12 -0.27995 4.05303 4.50201  0.013
H1 -6.14113 0.19188 -3.14937  0.004
H2 -5.45992 1.23116 -1.88581  0.022
H3 -4.62731 1.05995 -3.44297  0.008
H4 -5.01824 -1.17402 -1.35134  0.019
H5 -4.24040 -1.39749 -2.92430  0.005
H6 -2.47651 0.19504 -2.35704  0.004
H7 -3.28445 0.61401 -0.84600  0.050
H8 -2.82836 -1.78034 -0.02380  0.034
H9 -1.84067 -2.01167 -1.51988  0.010
H10 -0.44035 -3.62634 2.84332  0.012
H11 1.22354 -3.61157 2.18351  0.053
H12 1.69846 -1.48380 3.38037  0.033
H13 0.03999 -1.43196 4.01003  0.010
H14 2.16002 -3.52722 4.67283  0.013
H15 1.69851 -2.15353 5.67151  0.005
H16 0.63474 -4.18352 6.54076  0.002
H17 -0.62272 -3.10899 5.92295  0.014
H18 -0.11902 -4.52953 4.97927  0.004
H19 -1.44704 1.14190 1.61038  0.044
H20 -1.06432 0.18829 3.08316  0.042
H21 0.91656 1.83313 3.44162  0.003
H22 0.25370 2.79001 2.10779  0.009
H23 -1.86265 3.10474 3.35993  0.044
H24 -1.23888 2.11692 4.68892  0.022
H25 -0.95741 4.53946 5.20640  0.003
H26 0.63436 3.77299 5.03483  0.001
H27 -0.01697 4.77271 3.72099  0.003
C13 1.21411 -1.37813 -0.75794  0.129
C14 2.06667 -0.15956 -0.56923  0.093
C15 2.14632 0.79969 -1.75638  0.071
C16 3.38880 1.16469 -2.41344  0.004
C17 3.14209 2.33972 -3.22484  0.054
C18 1.74109 2.70111 -3.07254  0.033
C19 1.12793 1.75675 -2.16137  0.015
Fe1 1.93822 0.84517 -3.73359  1.743
C20 0.96904 -0.78576 -4.28010  0.087
C21 2.37091 -0.82242 -4.67745  0.010
C22 2.63182 0.34627 -5.50304  0.018
C23 1.39586 1.10280 -5.61512  0.056
C24 0.36775 0.40634 -4.85998  0.003
H28 1.75935 -2.30667 -0.56186  0.101
H29 1.90564 0.47309 0.31083  0.013
H30 0.72383 -1.39942 -1.74220  0.012
H31 3.10803 -0.50399 -0.44048  0.077
H32 4.33733 0.66057 -2.22270  0.011
H33 3.90193 2.89959 -3.76896  0.007
H34 1.25461 3.57906 -3.48660  0.009
H35 0.11283 1.76399 -1.76696  0.013
H36 0.43656 -1.56813 -3.74724  0.021
H37 3.06891 -1.62873 -4.46268  0.013
H38 3.56765 0.56729 -6.01337  0.003
H39 1.24394 1.99198 -6.22653  0.008
H40 -0.68559 0.67294 -4.80531  0.006

Summary:
E_HOMO (spin up / spin down) ... 0.69 / -6.65 eV
Charge ... -1
Multiplicity ... 5

No. 4
This record from OMol25 describes a gas-phase ion, C24H35F5N4O3PS2 (charge +1). The level of theory is wB97M-V/def2-TZVPD.

Last column: Löwdin charge in e.
Element x y z (Å)
C1 1.65054 -4.33325 4.10008  -0.104
C2 1.07943 -5.07664 2.88868  -0.254
C3 0.36019 -4.14979 1.89704  -0.200
C4 -1.10410 -4.00404 2.30571  -0.190
N1 -1.77840 -2.77820 1.80078  -0.211
C5 -1.38694 -2.42828 0.42994  -0.231
C6 -2.15723 -1.22752 -0.11026  -0.184
C7 -1.62084 -0.79554 -1.48355  -0.169
C8 -0.39145 0.08259 -1.29740  -0.092
N2 0.15383 0.56953 -2.58094  0.002
N3 -0.57375 0.45097 -3.71714  0.155
C9 0.12978 1.01474 -4.66014  -0.352
P1 -0.60357 0.99557 -6.38283  0.952
C10 -1.87930 2.29493 -6.09926  -0.242
O1 0.50026 1.79773 -7.28607  -0.316
N4 1.31721 1.48601 -4.13185  0.106
C11 2.36403 2.16550 -4.92770  -0.135
O2 2.98818 1.29522 -5.80372  -0.084
O3 3.94697 0.52091 -5.08288  0.028
C12 1.29569 1.18317 -2.81733  -0.086
C13 2.33736 1.52932 -1.76208  -0.390
F1 3.54677 1.61516 -2.38238  0.120
F2 2.43607 0.46559 -0.91238  0.125
C14 2.03773 2.79801 -1.01870  -0.111
C15 0.87699 3.52446 -1.21642  -0.019
C16 0.66805 4.68879 -0.51079  -0.032
C17 1.60712 5.12721 0.40278  0.025
C18 2.76123 4.39146 0.59813  -0.091
C19 3.78994 4.82988 1.60543  -0.565
F3 3.69817 4.09179 2.73384  0.152
F4 3.63502 6.12046 1.94927  0.149
F5 5.04065 4.67687 1.12676  0.150
C20 2.98403 3.23729 -0.10873  0.065
C21 -3.18502 -2.97158 1.93433  -1.174
S1 -4.12986 -3.79406 0.88529  0.691
S2 -3.91080 -2.33755 3.36117  0.961
C22 -2.57992 -1.50857 4.28641  -0.450
C23 -2.89368 -1.59482 5.78640  -0.322
C24 -3.82645 -0.47905 6.25416  -0.115
H1 2.45714 -4.90213 4.56028  0.071
H2 0.89629 -4.18868 4.87404  0.067
H3 2.05013 -3.36208 3.80759  0.069
H4 1.88137 -5.60615 2.37524  0.104
H5 0.38009 -5.83782 3.24101  0.110
H6 0.86396 -3.18392 1.89211  0.103
H7 0.40822 -4.60803 0.90921  0.112
H8 -1.65370 -4.90143 2.00900  0.119
H9 -1.13816 -3.96099 3.39817  0.112
H10 -1.48481 -3.27526 -0.25902  0.119
H11 -0.33640 -2.14098 0.47774  0.104
H12 -2.01321 -0.40017 0.59259  0.123
H13 -3.21813 -1.43852 -0.19085  0.085
H14 -1.37238 -1.66835 -2.08597  0.124
H15 -2.38467 -0.20181 -1.98042  0.113
H16 0.39038 -0.45545 -0.77292  0.122
H17 -0.65644 0.95602 -0.69967  0.137
H18 -1.70433 3.15907 -6.73939  0.047
H19 -2.86198 1.87266 -6.28757  0.042
H20 -1.86141 2.64527 -5.06814  0.035
H21 0.34708 2.74972 -7.29970  0.056
H22 3.06079 2.66791 -4.26629  0.144
H23 1.87143 2.90223 -5.55290  0.138
H24 3.47285 -0.30298 -4.89286  0.112
H25 0.11001 3.20979 -1.91359  0.117
H26 -0.24209 5.24894 -0.66814  0.120
H27 1.42683 6.04151 0.94863  0.134
H28 3.89524 2.67374 0.03998  0.150
H29 -2.58265 -0.46539 3.97105  0.078
H30 -1.62913 -1.96093 4.03601  0.058
H31 -3.37804 -2.55188 5.98712  0.091
H32 -1.95917 -1.57746 6.34559  0.106
H33 -4.29090 -0.74993 7.20212  0.074
H34 -4.63770 -0.31629 5.54356  0.068
H35 -3.29043 0.45551 6.41276  0.074

Summary:
E_HOMO ... -10.43 eV
Charge ... +1
SMILES ... CCCCN(CCCCn1nc(P(C)O)[n+](COO)c1C(F)(F)c1cccc(C(F)(F)F)c1)C(=S)SCCC

no.,F_max (eV/Å)
1,3.932
2,0.757
3,4.472
4,0.643